1.
10
Properties=species:S:1:pos:R:3:forces:R:3:lowdin_charge:R:1 method="wB97M-V/def2-TZVPD" orbital_gap_ev=11.3 total_charge=0 max_force_ev_per_a=3.67 relative_energy_ev=0.8601 smiles=CC(F)(F)P homo_energy_ev=-10.493
C -1.165727 -0.224178 0.374611 2.70 -0.79 2.35 -0.0476
C 0.130971 0.493148 0.074811 0.82 -0.84 0.28 -0.8147
F -0.135953 1.033551 -1.170149 0.87 -0.33 -0.27 -0.0148
F 0.381237 1.598064 0.825080 -0.23 0.00 0.69 -0.0009
P 1.721165 -0.690525 0.194585 -2.09 1.38 -1.41 0.8518
H -1.219018 -0.857905 1.279697 0.15 0.78 -0.26 0.1056
H -1.815030 0.547263 0.314031 -2.81 2.11 0.34 0.0506
H -1.300936 -0.830497 -0.437123 -0.55 -1.70 -2.10 0.0435
H 2.422208 0.314792 -0.579719 -0.14 -0.89 -0.01 -0.0944
H 0.981087 -1.383713 -0.875821 1.29 0.27 0.39 -0.0791

2.
14
Properties=species:S:1:pos:R:3:forces:R:3:lowdin_charge:R:1 method="wB97M-V/def2-TZVPD" orbital_gap_ev="8.5 / 8.5" total_charge=+1 max_force_ev_per_a=6.43 relative_energy_ev=7.5763 homo_energy_ev="-14.577 / -14.577"
C 0.506436 0.519035 0.890289 3.97 0.00 -2.04 0.0257
C 1.659968 0.975969 0.438717 -5.87 -1.80 -0.18 0.0777
C -0.562172 -0.059739 0.150615 -0.07 1.47 -1.30 -0.0906
C 1.908140 1.969970 -0.594366 -6.01 2.20 0.61 -0.0387
C -2.769349 -0.269426 -0.131909 -0.63 4.64 -1.05 -0.0008
N -1.623447 0.701814 -0.332981 3.46 -1.82 1.35 0.0022
H -0.642860 -1.150663 -0.338698 0.80 2.35 2.07 0.1983
H 2.432505 2.019483 -1.483147 2.40 -0.74 -0.91 0.0402
H 0.642728 1.677644 -1.183631 3.71 1.38 1.18 0.2019
H 1.691644 3.041212 -0.191135 0.52 -1.83 -0.68 0.1325
H -3.024598 -0.039514 0.857438 -0.81 -0.66 1.57 0.0879
H -3.490958 0.203105 -0.751109 -1.33 -0.88 -0.78 0.0943
H -2.421942 -1.226064 -0.314110 -0.08 -1.79 -0.53 0.0660
H -1.677399 1.779136 -0.334640 -0.06 -2.51 0.69 0.2035

3.
14
Properties=species:S:1:pos:R:3:forces:R:3:lowdin_charge:R:1 method="wB97M-V/def2-TZVPD" orbital_gap_ev="7.5 / 7.5" total_charge=0 max_force_ev_per_a=4.05 relative_energy_ev=3.8555 smiles="CC1=[P@](C)(N)O1" homo_energy_ev="-7.460 / -7.459"
C 2.565964 -0.442317 -0.202289 0.53 1.36 2.11 -0.1734
C 1.441365 0.563196 -0.146598 -0.71 0.50 -0.29 -0.2903
P -0.416092 0.279149 -0.206006 -1.94 -0.64 1.11 0.7512
C -1.972672 -1.018547 0.160500 3.07 -0.16 2.64 -0.1535
N -1.355880 1.710541 -0.089154 2.30 -0.29 0.44 -0.1236
O 0.506039 0.345674 1.098846 0.88 -0.66 -0.26 -0.3659
H 3.197520 -0.380000 -1.104996 -0.98 -0.51 -0.02 0.0642
H 2.169636 -1.413854 0.171988 1.10 0.28 -0.43 0.0719
H 3.345300 0.058521 0.550735 -1.72 -1.31 -0.92 0.1198
H -2.806174 -0.650940 -0.326084 -1.67 0.83 -1.04 -0.0264
H -2.220678 -1.302697 1.252491 0.59 1.35 -1.41 0.0678
H -1.693074 -1.977964 -0.205198 0.29 -0.65 -0.91 -0.0083
H -2.053390 1.713999 -0.784878 -1.01 0.38 -0.94 0.0085
H -0.707862 2.515244 -0.169362 -0.73 -0.48 -0.07 0.0580

4.
11
Properties=species:S:1:pos:R:3:forces:R:3:lowdin_charge:R:1 method="wB97M-V/def2-TZVPD" orbital_gap_ev=8.9 total_charge=-1 max_force_ev_per_a=1.52 relative_energy_ev=0.4962 homo_energy_ev=-4.799
C 2.416988 0.743444 -1.107017 0.32 -0.39 0.61 -0.0537
C 1.148426 0.590684 -0.700630 0.33 0.67 -0.20 -0.3516
O 0.724402 -0.483330 -0.083361 -0.36 -0.53 -0.16 -0.0087
H 2.855034 1.725442 -1.207853 -0.18 0.03 -0.65 0.0165
H 3.081161 -0.111580 -0.966500 0.02 0.30 0.04 0.0372
H 0.427276 1.386364 -0.876743 -0.12 0.13 0.26 0.1055
H -0.269016 -0.524998 0.076638 0.05 -0.50 0.24 0.0423
O -1.665878 -1.195790 0.485052 -0.13 0.26 0.14 -0.1614
C -2.611283 -0.828840 1.261500 0.90 -0.13 -1.22 -0.6340
O -2.583164 -0.684520 2.477047 -0.44 0.10 0.32 -0.0821
H -3.523945 -0.616875 0.641868 -0.40 0.06 0.61 0.0899